C3H2LiMgO3Tl as an isolated structure in a non-equilibrium geometry, computed with ωB97M-V with the def2-TZVPD basis set.

```
11
Properties=species:S:1:pos:R:3:forces:R:3
C -0.334 -0.735 0.065 -0.40 1.49 0.00
C 0.262 0.363 0.577 -0.90 1.80 3.12
O 0.340 -1.862 -0.204 -0.20 -0.45 -1.87
H -1.396 -0.723 -0.223 0.24 0.05 0.18
H 1.298 0.397 0.940 -0.42 -0.03 -0.56
Li 0.531 -3.109 -1.870 -0.15 0.68 0.59
Tl 1.161 -2.603 1.715 0.60 -0.47 1.56
O 0.615 1.555 -1.437 -4.18 4.88 1.19
C -0.204 2.310 -1.022 3.90 -3.53 -2.69
O -0.348 1.765 1.031 -0.13 -3.96 -1.66
Mg -1.925 2.641 0.428 1.64 -0.46 0.13
```
Positions in Å, forces in eV/Å.

Computed properties:
molar mass: 321.68 g mol⁻¹
HOMO level: -15.15 eV
ΔE to the lowest compared entry with this formula, charge and spin: 55.56 kJ/mol
total energy: -720.7025 Eh
net charge: +2